Version w
Below is C34H50N5O14P2STl as an isolated structure, with properties calculated with the ωB97M-V functional and the def2-TZVPD basis.

```
! wB97M-V def2-TZVPD RIJCOSX def2/J DEFGRID3
* xyz -2 1
Tl 0.239 -1.103 -1.154
O 0.864 -3.270 -7.163
C 0.336 -2.911 -5.948
C 0.293 -3.797 -4.883
C -0.239 -3.356 -3.683
N -0.712 -2.122 -3.527
C -0.689 -1.285 -4.563
C -0.178 -1.634 -5.802
C -1.227 0.126 -4.313
O -1.726 0.717 -5.280
O -1.130 0.525 -3.118
C -0.263 -4.294 -2.467
O -0.151 -5.507 -2.719
O -0.339 -3.732 -1.347
H 1.251 -4.147 -7.065
H 0.653 -4.816 -4.955
H -0.192 -0.924 -6.616
C -4.063 -1.044 -2.371
C -4.741 0.267 -2.031
C -4.427 1.379 -3.015
O -4.455 0.716 -0.670
P -3.074 0.635 0.109
O -2.484 -0.706 0.217
C -2.017 1.924 -0.589
P -0.612 2.271 0.491
O -0.316 1.224 1.479
O 0.683 2.584 -0.342
C 1.088 3.538 -1.367
C 1.304 4.901 -0.744
C 0.146 3.576 -2.548
O -1.076 3.663 1.155
C -0.336 4.124 2.302
C -0.505 5.630 2.356
C -0.849 3.446 3.558
O -3.496 1.298 1.496
C -3.708 0.530 2.691
C -4.280 1.500 3.705
C -4.628 -0.658 2.465
H -4.400 -1.364 -3.359
H -4.302 -1.818 -1.641
H -2.980 -0.941 -2.412
H -5.822 0.113 -1.999
H -3.358 1.438 -3.230
H -4.780 2.337 -2.624
H -4.935 1.183 -3.961
H -2.604 2.835 -0.709
H -1.674 1.560 -1.567
H 2.050 3.123 -1.674
H 0.361 5.332 -0.406
H 1.738 5.562 -1.496
H 1.995 4.840 0.099
H -0.772 4.126 -2.315
H -0.128 2.580 -2.891
H 0.646 4.092 -3.369
H 0.720 3.873 2.159
H -1.569 5.874 2.382
H -0.061 6.111 1.487
H -0.033 6.028 3.256
H -1.912 3.662 3.680
H -0.310 3.829 4.427
H -0.716 2.367 3.492
H -2.726 0.179 3.022
H -5.268 1.834 3.382
H -3.638 2.372 3.807
H -4.373 1.014 4.679
H -5.588 -0.317 2.070
H -4.798 -1.162 3.419
H -4.192 -1.365 1.762
N 3.379 0.478 5.024
C 3.656 0.526 3.640
C 2.645 0.837 2.734
C 2.918 0.884 1.379
C 4.200 0.633 0.916
C 5.212 0.318 1.807
C 4.943 0.274 3.168
S 4.484 0.697 -0.838
O 3.951 1.979 -1.261
O 5.901 0.482 -1.042
N 3.538 -0.413 -1.462
C 3.698 -1.711 -1.147
N 2.810 -2.554 -1.747
C 2.942 -3.846 -1.506
C 3.922 -4.367 -0.669
C 4.740 -3.429 -0.062
N 4.649 -2.129 -0.274
H 2.407 0.279 5.215
H 3.972 -0.171 5.520
H 1.628 0.995 3.076
H 2.126 1.096 0.680
H 6.194 0.090 1.414
H 5.730 0.023 3.872
H 2.223 -4.503 -1.985
H 4.008 -5.427 -0.480
H 5.512 -3.738 0.642
C 1.362 -3.782 3.038
C -0.074 -4.280 2.796
C -0.663 -3.243 1.813
O 0.340 -2.238 1.650
C 1.589 -2.886 1.828
H 2.091 -4.590 3.110
H 1.416 -3.180 3.949
H -0.647 -4.349 3.722
H -0.065 -5.268 2.333
H -1.553 -2.737 2.187
H -0.889 -3.696 0.845
H 2.357 -2.128 1.961
H 1.835 -3.492 0.945
*
```

Output
Molecular weight, g mol⁻¹: 1051.193
LUMO level, hartree: 0.1464
HOMO, eV: -2.92

These are the Löwdin partial charges, in e, on atoms 1 to 4: atom 1 (Tl): 1.0216, atom 2 (O): 0.0381, atom 3 (C): -0.2934, atom 4 (C): 0.0439

---

Version x
Below is C34H50N5O14P2STl as an isolated structure, with properties calculated with the ωB97M-V functional and the def2-TZVPD basis.

```
! wB97M-V def2-TZVPD RIJCOSX def2/J DEFGRID3
* xyz -2 1
Tl -0.277 0.120 -1.641
O -6.452 -3.248 -0.943
C -5.279 -2.600 -1.219
C -5.230 -1.232 -1.406
C -4.004 -0.642 -1.676
N -2.871 -1.350 -1.744
C -2.934 -2.673 -1.536
C -4.118 -3.348 -1.291
C -1.626 -3.458 -1.411
O -1.639 -4.656 -1.744
O -0.675 -2.788 -0.907
C -3.949 0.897 -1.821
O -5.058 1.468 -1.683
O -2.817 1.395 -2.021
H -7.144 -2.581 -0.912
H -6.103 -0.589 -1.343
H -4.115 -4.421 -1.155
C 4.105 -0.541 1.049
C 4.119 -2.063 1.088
C 4.735 -2.669 -0.168
O 2.804 -2.600 1.388
P 1.590 -2.679 0.300
O 1.834 -1.658 -0.731
C 0.318 -2.528 1.605
P 0.100 -0.874 2.286
O 0.057 0.239 1.330
O 1.243 -0.694 3.378
C 1.341 -1.477 4.586
C 0.930 -0.603 5.752
C 2.766 -1.975 4.685
O -1.167 -1.052 3.229
C -2.562 -1.146 2.810
C -3.029 -2.553 3.110
C -2.805 -0.758 1.363
O 1.710 -4.168 -0.218
C 1.441 -5.422 0.434
C -0.054 -5.647 0.589
C 2.203 -5.616 1.738
H 5.130 -0.164 0.993
H 3.628 -0.141 1.949
H 3.551 -0.175 0.182
H 4.715 -2.380 1.943
H 4.153 -2.394 -1.051
H 4.779 -3.761 -0.104
H 5.751 -2.284 -0.286
H 0.632 -3.159 2.440
H -0.640 -2.852 1.203
H 0.658 -2.327 4.522
H 1.554 0.296 5.767
H 1.053 -1.141 6.698
H -0.113 -0.298 5.645
H 3.453 -1.124 4.757
H 3.028 -2.546 3.790
H 2.886 -2.606 5.572
H -3.091 -0.450 3.458
H -2.532 -3.267 2.446
H -4.108 -2.629 2.948
H -2.807 -2.823 4.147
H -2.313 -1.451 0.670
H -2.431 0.244 1.140
H -3.877 -0.780 1.158
H 1.817 -6.147 -0.284
H -0.459 -5.057 1.421
H -0.237 -6.704 0.800
H -0.577 -5.364 -0.330
H 1.864 -4.920 2.510
H 3.276 -5.462 1.604
H 2.030 -6.638 2.089
N 0.413 7.968 -2.509
C 1.116 6.747 -2.663
C 0.968 5.729 -1.724
C 1.664 4.538 -1.864
C 2.519 4.361 -2.945
C 2.680 5.371 -3.882
C 1.987 6.566 -3.735
S 3.344 2.807 -3.123
O 4.265 2.950 -4.228
O 3.904 2.516 -1.823
N 2.190 1.737 -3.354
C 1.377 1.748 -4.442
N 0.495 0.702 -4.486
C -0.284 0.604 -5.551
C -0.273 1.508 -6.600
C 0.604 2.569 -6.443
N 1.414 2.712 -5.406
H -0.447 7.852 -1.997
H 0.231 8.423 -3.389
H 0.291 5.859 -0.882
H 1.524 3.739 -1.142
H 3.334 5.192 -4.727
H 2.104 7.361 -4.468
H -0.972 -0.243 -5.555
H -0.920 1.407 -7.458
H 0.656 3.355 -7.194
C -1.805 4.380 2.423
C -2.608 4.474 1.099
C -1.910 3.462 0.195
O -0.556 3.451 0.656
C -0.636 3.439 2.070
H -2.406 3.977 3.241
H -1.436 5.359 2.731
H -2.540 5.478 0.676
H -3.664 4.231 1.222
H -1.921 3.702 -0.864
H -2.365 2.474 0.304
H 0.325 3.766 2.466
H -0.825 2.421 2.423
*
```

Output
Molecular weight, g mol⁻¹: 1051.193
LUMO level, hartree: 0.1402
HOMO, eV: -2.85

These are the Löwdin partial charges, in e, on atoms 1 to 4: atom 1 (Tl): 1.0118, atom 2 (O): 0.0389, atom 3 (C): -0.3097, atom 4 (C): 0.0241

---

What should be chosen as the most stable of them? Choose version w.

---

Version w
Below is a 5-piece molecular cluster, C5H20N2O5 overall, with properties calculated with the ωB97M-V functional and the def2-TZVPD basis.

```
! wB97M-V def2-TZVPD RIJCOSX def2/J DEFGRID3
* xyz 0 1
N -1.225 1.569 -0.919
C -1.143 0.376 2.098
C -0.273 1.482 1.484
C -0.117 1.101 -0.046
C 1.254 1.559 -0.621
N 2.420 0.844 -0.380
C 2.836 -0.191 0.556
O 1.468 2.470 -1.422
H -1.209 2.595 -0.925
H -1.119 1.170 -1.851
H -0.805 -0.643 2.130
H -2.122 0.134 1.706
H -1.555 0.563 3.067
H -0.895 2.467 1.707
H 0.669 1.599 2.013
H -0.124 0.059 -0.132
H 3.287 1.263 -0.814
H 3.855 -0.636 0.312
H 2.311 -1.128 0.327
H 2.697 0.072 1.643
H -3.662 -0.951 -0.565
H -2.467 0.016 -0.918
O -2.770 -0.770 -0.636
H 0.901 0.115 -3.827
H 0.147 -0.882 -2.921
O 0.171 -0.485 -3.785
H 0.552 -2.282 2.281
H -0.082 -2.450 1.095
O -0.216 -2.601 1.961
H -1.501 -1.610 -0.695
H -0.587 -2.722 -1.268
O -0.695 -2.102 -0.655
*
```

Output
Molecular weight, g mol⁻¹: 188.224
LUMO level, hartree: 0.0184
SMILES: CC[C@@H](N)C(=O)NC.O.O.O.O
HOMO, eV: -9.59

These are the Löwdin partial charges, in e, on atoms 1 to 4: atom 1 (N): 0.0577, atom 2 (C): -0.1213, atom 3 (C): -0.1420, atom 4 (C): -0.2872

---

Version x
Below is a 5-piece molecular cluster, C5H20N2O5 overall, with properties calculated with the ωB97M-V functional and the def2-TZVPD basis.

```
! wB97M-V def2-TZVPD RIJCOSX def2/J DEFGRID3
* xyz 0 1
N 0.190 -1.043 -1.424
C -2.131 -1.718 0.755
C -2.006 -0.735 -0.416
C -0.575 -0.174 -0.493
C -0.594 1.253 -1.119
N -0.758 2.312 -0.294
C -1.315 2.304 1.032
O -0.277 1.437 -2.286
H -0.143 -0.808 -2.353
H 1.154 -0.731 -1.342
H -2.637 -1.290 1.618
H -1.149 -2.145 0.895
H -2.876 -2.498 0.559
H -2.323 -1.152 -1.370
H -2.706 0.097 -0.265
H -0.147 -0.098 0.501
H -0.487 3.175 -0.740
H -0.805 3.003 1.700
H -1.191 1.340 1.516
H -2.356 2.637 1.026
H -0.003 -2.900 0.610
H 1.144 -2.775 -0.406
O 0.945 -3.048 0.498
H 1.750 1.666 -2.261
H 2.618 2.204 -1.136
O 2.132 2.486 -1.922
H 1.839 -0.414 1.686
H 2.022 0.234 3.119
O 1.684 0.362 2.231
H 2.431 -1.508 0.240
H 3.699 -0.638 0.147
O 2.870 -0.835 -0.305
*
```

Output
Molecular weight, g mol⁻¹: 188.224
LUMO level, hartree: 0.0114
SMILES: CC[C@@H](N)C(=O)NC.O.O.O.O
HOMO, eV: -9.46

These are the Löwdin partial charges, in e, on atoms 1 to 4: atom 1 (N): 0.0592, atom 2 (C): -0.0738, atom 3 (C): -0.1926, atom 4 (C): -0.2988

---

What should be chosen as the most stable of them? Choose version x.

---

Version w
Below is a 2-piece molecular cluster, C4H11N3O2 overall, with properties calculated with the ωB97M-V functional and the def2-TZVPD basis.

```
! wB97M-V def2-TZVPD RIJCOSX def2/J DEFGRID3
* xyz 1 2
C 1.100 -1.619 1.124
C 1.912 -0.426 -0.923
N 1.756 0.709 -1.687
N 1.056 -0.453 0.186
N 2.713 -1.450 -1.296
H 0.721 1.056 -1.711
H 2.506 0.887 -2.386
H 0.950 0.403 0.704
H 3.159 -2.060 -0.634
H -0.972 -0.352 -0.570
H 0.574 -2.498 0.849
H 0.642 -1.625 2.131
H 2.272 -1.877 1.265
C -3.234 1.576 0.554
C -1.822 1.145 0.238
O -0.699 1.496 0.699
O -1.843 -0.014 -0.322
H -3.694 2.210 -0.154
H -3.176 2.179 1.400
H -3.922 0.714 0.530
*
```

Output
Molecular weight, g mol⁻¹: 133.151
LUMO level (alpha / beta), hartree: -0.1364 / -0.2980
⟨S²⟩: 0.757
HOMO (alpha / beta), eV: -13.99 / -13.96

These are the Löwdin partial charges, in e, on atoms 1 to 4: atom 1 (C): -0.0398, atom 2 (C): -0.3695, atom 3 (N): 0.1901, atom 4 (N): 0.0118

---

Version x
Below is a 2-piece molecular cluster, C4H11N3O2 overall, with properties calculated with the ωB97M-V functional and the def2-TZVPD basis.

```
! wB97M-V def2-TZVPD RIJCOSX def2/J DEFGRID3
* xyz 1 2
C -0.776 1.349 1.857
C -0.588 2.426 0.899
O -1.283 2.629 -0.047
O 0.604 3.112 1.174
H -0.063 0.520 1.981
H -1.809 1.030 1.925
H -0.636 1.656 2.907
C -1.451 -1.562 -1.044
C 0.925 -1.678 -0.898
N 2.196 -2.120 -0.580
N -0.221 -2.312 -0.827
N 1.034 -0.259 -0.933
H 2.893 -1.531 -1.033
H 2.422 -3.087 -0.788
H 0.738 3.790 0.498
H 0.607 0.193 -1.737
H 0.791 0.299 -0.118
H -2.131 -1.904 -0.233
H -1.827 -2.057 -1.940
H -1.426 -0.493 -1.063
*
```

Output
Molecular weight, g mol⁻¹: 133.151
LUMO level (alpha / beta), hartree: -0.1505 / -0.3102
⟨S²⟩: 0.765
HOMO (alpha / beta), eV: -14.04 / -14.04

These are the Löwdin partial charges, in e, on atoms 1 to 4: atom 1 (C): -0.0195, atom 2 (C): -0.5753, atom 3 (O): 0.1205, atom 4 (O): 0.0749

---

What should be chosen as the most stable of them? Choose version x.